(1)
{
  "formula": "C21H33N3O3",
  "method": "wB97M-V/def2-TZVPD",
  "de_lowest_ev": 0.028,
  "orbital_gap_ev": 8.728,
  "species": ["H", "H", "C", "H", "C", "H", "H", "H", "H", "C", "H", "H", "C", "C", "C", "C", "H", "H", "H", "H", "H", "H", "C", "H", "O", "C", "C", "C", "C", "O", "H", "H", "H", "C", "H", "H", "C", "C", "N", "C", "N", "C", "H", "C", "C", "H", "O", "C", "H", "H", "H", "C", "H", "H", "H", "H", "H", "N", "H", "H"],
  "xyz": [[6.37698, 3.15350, 0.00483], [-1.83130, -3.53244, -0.60205], [-6.90821, 2.68956, 1.08292], [2.09960, -1.49228, 2.26009], [-2.76994, 0.14760, -0.20670], [0.81883, -3.50360, 0.88126], [-0.43559, -2.24113, 2.60404], [4.95599, 5.16112, -0.46107], [-0.07735, -2.69594, -2.20180], [-6.20096, 2.74532, -0.27273], [1.97454, 0.12221, 1.53687], [-7.77709, 3.34393, 1.08819], [-0.08059, -3.72086, -1.83865], [3.91689, -0.79333, 1.33583], [-4.99892, 1.84455, -0.27828], [-2.65519, 1.47616, 0.18993], [4.32010, -0.29007, 2.21553], [4.34515, -1.80136, 1.27026], [-1.95129, -1.68861, -0.48209], [-6.89827, 2.43806, -1.05507], [3.72554, 4.11256, -1.18748], [4.25219, -1.57115, -1.21805], [-5.10632, 0.51589, -0.66770], [0.94974, -4.05881, -1.75801], [5.05969, 1.81996, -0.85168], [1.84609, -1.47468, 0.10660], [4.86279, 1.19076, 0.33197], [-0.08576, -2.95557, 0.59603], [2.39243, -0.87571, 1.40822], [5.17899, 1.65687, 1.40201], [1.91205, 0.38640, -0.97767], [-1.70088, 1.85158, 0.51726], [-4.11452, -1.35489, -0.94427], [4.52403, 4.16436, -0.45100], [1.95375, -1.05179, -2.01302], [6.04631, 3.31845, -1.74763], [2.31188, -0.62146, -1.07640], [-0.38526, -0.51828, 0.08849], [4.33027, -0.04279, 0.17180], [3.84029, -0.56247, -1.08310], [-1.70961, -0.75881, -0.18029], [-3.76067, 2.30392, 0.15088], [2.27882, -2.47444, -0.02518], [-0.94644, -2.84561, 1.85838], [-4.01059, -0.32300, -0.63423], [-3.65519, 3.33420, 0.45936], [0.07434, 0.59736, 0.22827], [-0.77987, -3.80849, -0.48780], [4.10895, 3.96820, 0.53427], [-5.89305, 3.77323, -0.47475], [-0.58954, -4.34543, -2.56883], [5.60060, 3.13561, -0.76706], [-6.05900, 0.13211, -1.00469], [-7.23598, 1.67453, 1.29676], [-1.11166, -3.83825, 2.27081], [-0.77160, -4.84407, -0.14062], [-6.23140, 3.00326, 1.87445], [0.39395, -1.65712, 0.12345], [-1.91361, -2.39213, 1.66141], [4.19491, 0.07330, -1.89231]],
  "forces_ev_per_angstrom": [[-0.070, -0.005, -0.197], [-0.102, -0.044, 0.081], [-0.029, 0.104, -0.197], [-0.025, -0.033, 0.066], [-0.240, 0.298, 0.062], [-0.076, 0.106, -0.071], [0.026, 0.039, 0.110], [0.022, 0.138, -0.002], [0.037, 0.069, -0.077], [-0.041, -0.070, 0.226], [-0.006, -0.036, 0.047], [-0.110, 0.049, 0.079], [-0.216, -0.076, 0.139], [-0.063, 0.084, 0.398], [-0.055, 0.128, -0.141], [0.229, 0.024, 0.085], [-0.008, -0.167, -0.100], [0.019, 0.027, 0.033], [0.103, 0.101, 0.037], [0.035, 0.075, -0.050], [-0.068, 0.052, -0.074], [0.019, 0.049, -0.051], [0.066, 0.078, 0.034], [0.160, -0.020, -0.043], [-0.210, -0.272, 0.013], [0.074, 0.542, -0.018], [0.250, -0.100, -0.172], [-0.471, -0.240, 0.156], [0.198, -0.191, -0.151], [0.049, 0.358, 0.282], [0.041, -0.040, -0.072], [0.029, 0.015, -0.005], [0.002, -0.101, -0.034], [0.164, -0.386, -0.052], [-0.034, -0.031, -0.049], [-0.025, -0.043, 0.130], [0.249, -0.175, 0.062], [-0.004, -0.342, -0.149], [-0.024, -0.069, -0.099], [-0.186, 0.064, -0.380], [-0.035, -0.431, -0.163], [-0.186, -0.161, -0.084], [-0.076, 0.062, -0.004], [0.197, -0.109, -0.089], [0.128, -0.038, 0.030], [0.020, 0.124, 0.028], [-0.029, 0.418, 0.095], [0.386, 0.112, -0.046], [-0.033, 0.040, 0.068], [-0.033, -0.013, -0.090], [0.019, -0.050, -0.107], [0.147, 0.483, 0.201], [-0.098, -0.036, -0.046], [-0.036, -0.082, 0.065], [-0.045, -0.097, 0.063], [-0.127, 0.008, 0.049], [0.033, 0.011, 0.108], [0.143, -0.022, 0.002], [-0.075, -0.001, 0.009], [-0.009, -0.179, 0.053]],
  "lowdin_charge": [0.1201, 0.0967, -0.0980, 0.1182, -0.2197, 0.1419, 0.0825, 0.0753, 0.0665, -0.2194, 0.1211, 0.0664, -0.0912, -0.1278, -0.2616, -0.0029, 0.1237, 0.1294, 0.1029, 0.1069, 0.0768, 0.1291, -0.0447, 0.0759, -0.0138, -0.2830, -0.5338, -0.3436, -0.0970, 0.0886, 0.1157, 0.0994, 0.1077, -0.0622, 0.1190, 0.1214, -0.1033, -0.4794, -0.0355, -0.1286, 0.1488, -0.0310, 0.1431, -0.0343, -0.0257, 0.1155, 0.0666, -0.2102, 0.0745, 0.1078, 0.0727, -0.2225, 0.1130, 0.0728, 0.0826, 0.1158, 0.0732, 0.0025, 0.0718, 0.1237]
}


(2)
{
  "formula": "C21H33N3O3S",
  "method": "wB97M-V/def2-TZVPD",
  "de_lowest_ev": 0.333,
  "orbital_gap_ev": 9.074,
  "species": ["C", "C", "H", "H", "C", "H", "C", "H", "C", "O", "H", "C", "C", "C", "H", "C", "H", "C", "C", "H", "H", "H", "H", "H", "C", "H", "H", "H", "H", "H", "O", "H", "C", "H", "C", "H", "C", "H", "H", "N", "N", "H", "H", "H", "H", "H", "H", "H", "C", "S", "C", "H", "C", "C", "C", "H", "N", "C", "O", "H", "H"],
  "xyz": [[-2.55917, -0.74871, 0.60161], [3.13889, -1.54308, -2.44760], [-1.12046, 4.33621, -1.14059], [-0.92751, -1.73127, 1.56510], [2.48693, -2.26874, -0.06383], [5.64334, -0.14969, -1.53204], [4.66089, 0.02034, -1.08482], [1.25795, -1.23947, -1.49057], [-4.86850, 1.37186, -1.55768], [1.97585, 3.10958, 2.78297], [3.99298, -2.22101, -2.40067], [-5.77619, -2.60979, 1.34184], [2.95492, -0.94062, 1.94670], [1.50943, 2.44537, 1.88040], [-1.19304, 0.81339, -1.07151], [-5.24351, -0.61203, -0.08404], [3.72446, -1.46340, 2.53928], [2.98027, 0.54868, 2.29024], [0.35220, 2.96130, 1.02735], [1.60331, -2.52028, 0.52840], [1.63308, 0.75288, 0.71018], [1.58873, -2.93073, -1.88356], [-4.91486, 2.33728, -1.05382], [0.22658, 4.02694, 1.20719], [-2.16776, 2.52644, -0.62610], [-5.32879, -3.60064, 1.38517], [2.84136, 0.70950, 3.36253], [4.64658, 1.04219, -0.70056], [-0.56361, 2.43416, 1.29326], [-4.19799, 1.47511, -2.41027], [0.66165, 1.27348, -0.99683], [1.97973, -1.34078, 2.23302], [-3.02137, 0.25967, -0.25006], [2.74446, -1.58656, -3.46574], [2.03259, -2.00799, -1.50175], [3.94116, 0.99258, 2.00557], [-1.03403, 3.26816, -1.32720], [3.15545, -3.14882, -0.04912], [-6.04895, -2.32075, 2.35719], [-2.09320, 1.18898, -0.77926], [1.90114, 1.19868, 1.58173], [-3.11368, -2.45233, 1.75605], [5.12585, -0.61699, 0.90945], [2.69352, 0.45365, -1.84087], [-1.06224, 3.07626, -2.40008], [-0.45626, -0.80944, 0.13497], [-5.86205, 1.11743, -1.91720], [4.90504, -1.94458, -0.22536], [4.50572, -0.96522, 0.07817], [0.65138, 2.73924, -0.77706], [-3.46498, -1.67275, 1.09480], [3.94704, 0.35647, -3.07121], [-4.81309, -1.61508, 0.76874], [-1.11497, -0.82023, 1.00214], [-4.36767, 0.32654, -0.61201], [-6.68517, -2.65816, 0.74758], [3.12899, -1.10876, 0.51864], [3.57399, -0.10601, -2.15460], [-3.02653, 3.12301, -0.01266], [-0.85191, 0.02816, 1.63467], [-6.28797, -0.55962, -0.35633]],
  "forces_ev_per_angstrom": [[-0.045, 0.078, -0.025], [-0.231, 0.187, -0.012], [-0.049, 0.017, 0.017], [0.040, -0.057, 0.044], [-0.309, -0.106, -0.316], [0.067, 0.065, -0.002], [-0.050, -0.133, 0.041], [-0.092, 0.001, 0.012], [-0.058, 0.085, 0.075], [0.022, 0.207, 0.186], [0.077, -0.116, -0.090], [0.009, 0.044, 0.055], [0.095, 0.258, 0.202], [-0.175, -0.015, -0.303], [-0.076, 0.228, -0.036], [0.115, -0.057, 0.091], [-0.081, 0.016, -0.034], [0.058, -0.131, 0.254], [0.176, 0.198, -0.412], [0.053, -0.003, 0.025], [-0.149, 0.145, -0.012], [-0.061, -0.028, -0.006], [-0.029, 0.027, -0.071], [0.015, 0.034, 0.035], [0.346, 0.248, -0.052], [-0.032, -0.087, 0.015], [0.101, -0.032, -0.086], [0.084, 0.055, 0.043], [-0.059, -0.042, -0.068], [0.009, 0.038, -0.087], [0.318, -0.997, -0.385], [0.031, -0.015, 0.005], [-0.402, -0.194, 0.230], [0.067, -0.061, -0.006], [0.200, -0.270, 0.127], [-0.005, -0.031, 0.099], [0.429, 0.066, 0.246], [-0.045, 0.048, 0.056], [-0.070, -0.049, 0.063], [0.106, -0.541, -0.136], [0.238, -0.418, -0.081], [0.070, -0.101, 0.072], [-0.025, -0.081, -0.007], [0.001, 0.042, -0.066], [0.133, 0.012, -0.018], [0.150, 0.009, 0.001], [-0.041, -0.034, -0.070], [-0.038, 0.032, 0.098], [0.236, 0.319, -0.271], [-0.967, 0.947, 0.593], [-0.072, 0.075, -0.105], [-0.029, 0.056, -0.005], [0.021, 0.021, -0.048], [-0.086, -0.003, -0.017], [0.119, 0.038, -0.012], [-0.079, -0.051, -0.008], [-0.129, -0.073, 0.171], [0.198, -0.051, -0.037], [-0.097, 0.125, 0.080], [0.121, 0.058, 0.003], [-0.127, -0.001, -0.057]],
  "lowdin_charge": [-0.1870, -0.1952, 0.1012, 0.0788, -0.1961, 0.1081, -0.1719, 0.0871, -0.0356, 0.0684, 0.1105, -0.0513, -0.1775, -0.5519, 0.1058, -0.0050, 0.1254, -0.1493, -0.2013, 0.1060, 0.0909, 0.1106, 0.0762, 0.1089, -0.5548, 0.0772, 0.1277, 0.1037, 0.0951, 0.0854, -0.5644, 0.1152, -0.1451, 0.1073, -0.1821, 0.1214, -0.2081, 0.1224, 0.0842, 0.1355, 0.0684, 0.1162, 0.1143, 0.0723, 0.1005, 0.0590, 0.0780, 0.1164, -0.1912, 1.0045, -0.0104, 0.1067, -0.2702, -0.0282, -0.1890, 0.0743, -0.1720, -0.2009, 0.0767, 0.0826, 0.1156]
}


(3)
{
  "formula": "C21H33N3O3S",
  "method": "wB97M-V/def2-TZVPD",
  "de_lowest_ev": 1.929,
  "orbital_gap_ev": 8.741,
  "species": ["H", "C", "N", "C", "H", "H", "C", "H", "C", "O", "H", "C", "H", "H", "C", "H", "C", "H", "H", "C", "H", "S", "C", "C", "H", "H", "C", "C", "H", "C", "H", "H", "H", "H", "H", "H", "H", "H", "C", "O", "C", "N", "O", "H", "H", "H", "C", "H", "H", "H", "C", "H", "H", "H", "H", "C", "C", "N", "H", "C", "C"],
  "xyz": [[4.82829, -0.81202, 2.98688], [4.49634, 1.52002, 1.37712], [4.24878, 0.84995, 0.10954], [-2.26632, -1.86151, 0.66505], [4.70172, 0.71190, -3.82770], [6.34691, 0.43127, 1.39133], [3.37464, 1.62518, -0.75673], [-8.89385, 0.92833, 0.00732], [2.54245, -0.86115, 0.90316], [2.10388, -2.03746, -1.80804], [6.31842, 1.80553, 2.48524], [-6.08070, 0.61026, 0.48096], [3.86550, -0.97923, -0.77536], [4.69063, -1.05432, 0.77778], [-1.75024, -0.26324, -1.08691], [-2.49848, 0.68037, -2.86200], [-3.75151, 1.02908, -1.09845], [-7.13468, -0.62328, 1.94385], [-2.94594, -2.25038, 1.40378], [-0.16096, -1.91400, -0.49107], [2.56879, -0.61739, 1.96960], [1.44187, -2.66242, -0.69229], [-2.38783, 0.89232, -1.79767], [3.34343, 1.11995, -2.19990], [-7.00049, 1.04429, -1.51610], [0.18461, -0.46555, -2.02022], [5.39147, 0.06488, 3.29503], [3.89435, -0.54909, 0.22605], [3.77109, 2.64574, -0.76611], [4.73643, 1.10934, -2.81649], [2.91001, 0.12086, -2.24967], [-8.69302, -0.82845, 0.06817], [5.40152, 0.49228, -2.21988], [-1.78838, 1.79822, -1.70022], [2.69510, 1.78926, -2.77168], [4.79922, 0.60928, 4.02812], [2.86778, -2.90682, 1.02284], [-3.84171, 1.99705, -0.59570], [-1.01636, -2.42707, 0.46378], [-4.87845, -1.17314, 1.53618], [5.72788, 0.96690, 2.11174], [-3.81163, -0.04654, -0.11029], [1.33909, -4.09046, -0.68609], [5.14611, 2.11686, -2.85217], [-6.64053, -0.67073, -1.23437], [1.74475, -0.28086, 0.43506], [-2.62336, -0.77334, -0.11984], [-0.69176, -3.27826, 1.03923], [3.61914, 1.49272, 2.04534], [2.34149, 1.68083, -0.36658], [-8.17367, 0.12383, 0.14023], [-5.77599, 1.65704, 0.51420], [-4.57708, 0.93071, -1.80614], [4.68158, 2.57011, 1.13657], [-7.57693, 1.08939, 2.06506], [-7.28653, 0.29543, 1.38144], [-6.93706, 0.26339, -0.76007], [2.14812, -2.24647, 0.76943], [6.30513, -0.27192, 3.78043], [-4.88299, -0.28881, 0.70662], [-0.51006, -0.82870, -1.27941]],
  "forces_ev_per_angstrom": [[-0.089, -0.135, 0.008], [0.295, 0.032, -0.074], [-0.026, 0.175, 0.039], [-0.019, -0.155, 0.137], [0.071, -0.015, -0.117], [0.060, 0.054, -0.053], [-0.143, -0.051, -0.166], [-0.043, 0.000, -0.033], [0.286, 0.542, -0.082], [-0.272, 0.185, 0.100], [0.054, -0.009, -0.053], [0.188, -0.061, 0.300], [0.092, -0.048, 0.104], [0.014, -0.090, -0.021], [-0.100, -0.150, 0.204], [-0.023, 0.055, 0.007], [-0.284, 0.493, -0.212], [0.015, 0.036, 0.012], [0.017, -0.017, 0.003], [0.628, -0.157, -0.168], [-0.107, 0.049, -0.124], [0.101, -0.049, 0.484], [0.043, -0.002, -0.063], [0.174, 0.100, 0.167], [0.049, -0.039, -0.066], [0.072, 0.104, -0.124], [0.169, 0.143, -0.114], [-0.129, -0.028, -0.054], [-0.089, -0.014, 0.044], [-0.245, -0.089, -0.002], [-0.092, 0.045, -0.027], [-0.073, -0.002, -0.014], [0.144, -0.054, 0.012], [-0.053, 0.012, -0.030], [-0.074, -0.045, 0.019], [-0.069, -0.006, 0.102], [0.053, -0.331, -0.068], [-0.025, -0.074, -0.106], [-0.071, -0.004, 0.000], [0.002, -0.214, 0.142], [-0.247, -0.010, 0.158], [0.071, -0.113, 0.019], [-0.096, -0.101, 0.205], [0.107, 0.098, -0.012], [0.047, -0.025, -0.067], [0.045, 0.217, 0.165], [0.534, -0.190, -0.135], [-0.046, -0.116, 0.160], [-0.001, 0.070, 0.022], [0.045, 0.074, -0.009], [-0.296, -0.038, -0.032], [0.016, -0.005, -0.039], [0.053, 0.078, 0.053], [-0.105, -0.046, 0.035], [0.009, 0.010, 0.051], [0.015, -0.006, 0.296], [-0.018, 0.054, -0.370], [-0.399, -0.430, -0.652], [0.019, -0.092, 0.109], [-0.174, 0.352, -0.059], [-0.083, 0.036, -0.015]],
  "lowdin_charge": [0.0527, -0.2085, -0.1792, 0.0318, 0.0693, 0.1073, -0.2185, 0.1027, -0.2109, -0.3035, 0.1014, -0.2186, 0.0973, 0.1127, -0.1441, 0.1226, -0.1022, 0.1057, 0.1050, -0.2860, 0.1151, 0.6596, -0.0771, -0.2419, 0.1031, 0.1201, -0.1140, -0.1757, 0.1167, -0.1007, 0.0705, 0.1028, 0.0662, 0.1206, 0.1077, 0.0729, 0.1118, 0.1265, -0.0380, 0.0849, -0.2331, 0.0326, -0.2869, 0.0717, 0.1178, 0.1045, -0.1278, 0.1191, 0.1170, 0.1135, -0.1586, 0.1397, 0.1170, 0.1131, 0.1079, -0.1265, -0.1370, -0.1312, 0.0693, -0.3888, -0.0016]
}